Run 1
{"formula": "C8H19NO", "method": "ωB97M-V with the def2-TZVPD basis set", "smiles": "CCN(C)C(C)=O.CCC", "spin_multiplicity": 1, "symbols": ["O", "N", "C", "C", "C", "C", "C", "C", "C", "C", "H", "H", "H", "H", "H", "H", "H", "H", "H", "H", "H", "H", "H", "H", "H", "H", "H", "H", "H"], "coordinates": [[2.1083, 0.1004, -3.0837], [0.4687, 0.7832, -1.6372], [-0.7837, 0.9458, -0.8715], [-1.0522, -1.0349, 2.6886], [1.4402, -0.3793, 2.5612], [-0.0135, 0.0753, 2.8200], [-2.1439, 0.2654, -1.6514], [1.3229, 1.8322, -1.1519], [1.1302, -0.1797, -2.4201], [0.4199, -1.5419, -2.3786], [1.7081, -0.8888, 3.5537], [1.5822, 2.0271, -0.0877], [-1.0954, 2.0605, -0.7008], [-2.2527, 0.6195, -2.5918], [0.9796, 2.8280, -1.5147], [-1.3121, -1.5933, 3.5893], [2.3651, 1.9472, -1.8497], [1.0219, -2.2872, -2.7758], [-0.3699, -1.6232, -3.1643], [-0.2190, 1.0827, 2.2703], [-1.7283, -0.7183, -1.5105], [-0.0036, 0.5289, 3.9061], [1.2606, -1.1924, 1.8530], [-2.1143, -0.8852, 2.2752], [-0.9451, 0.3737, 0.0737], [-0.6676, -1.9088, 2.0792], [-3.0464, 0.2007, -0.8919], [0.0028, -1.8368, -1.3859], [1.9373, 0.3994, 1.9973]], "mulliken_charge": [-0.5943, 0.1960, -0.2107, -1.1317, -0.8381, -0.1786, -1.1190, -1.2242, 0.8303, -1.2348, 0.3118, 0.3116, 0.3254, 0.4205, 0.4345, 0.3456, 0.2885, 0.4629, 0.3076, 0.2492, 0.2545, 0.3417, 0.1864, 0.2656, 0.0180, 0.2510, 0.2970, 0.2179, 0.2156]}


Run 2
{"formula": "C8H19NO", "method": "ωB97M-V with the def2-TZVPD basis set", "spin_multiplicity": 1, "symbols": ["O", "N", "C", "C", "C", "C", "C", "C", "C", "C", "H", "H", "H", "H", "H", "H", "H", "H", "H", "H", "H", "H", "H", "H", "H", "H", "H", "H", "H"], "coordinates": [[2.5822, -1.5832, -0.0086], [-1.2546, 0.6795, 1.3337], [-0.7982, 1.8969, 1.9471], [0.7090, -2.8167, -0.9130], [-2.5507, 0.8115, 0.7166], [1.5268, 1.2408, -0.2983], [-0.1002, -0.4711, 0.6605], [0.4782, 0.1795, -0.5049], [-0.4255, 0.4273, -1.6943], [1.4259, -1.4836, -0.8116], [-1.1874, -0.3475, -1.8067], [0.4619, -3.2162, 0.0772], [1.7830, -1.1924, -1.8028], [-0.6942, 2.7260, 1.2235], [-0.7959, -1.2884, 0.4883], [2.3364, -1.9368, 0.8590], [-2.8879, -0.1417, 0.2940], [-1.4795, 2.2420, 2.7419], [-0.2108, -2.7324, -1.4968], [-0.9323, 1.3927, -1.5910], [1.4356, 2.1487, -0.9101], [0.1602, 0.4904, -2.6185], [1.6319, 1.6835, 0.6944], [-3.3219, 1.1074, 1.4469], [2.5856, 1.0190, -0.4697], [0.1825, 1.7498, 2.4145], [0.5705, -0.5959, 1.5088], [1.3520, -3.5619, -1.3972], [-2.5826, 1.5728, -0.0831]], "mulliken_charge": [-0.5351, 0.0226, -0.9825, -1.3718, -1.0130, -1.6194, -1.5780, 2.5164, -1.8154, -0.0141, 0.3354, 0.3633, 0.4183, 0.3069, 0.3320, 0.3713, 0.2669, 0.3285, 0.3129, 0.3708, 0.3799, 0.4737, 0.2791, 0.3504, 0.3540, 0.2602, 0.2411, 0.3675, 0.2782]}


Short version: run 2 is the most stable of them.


Run 1
{"formula": "C8H19NO", "method": "ωB97M-V with the def2-TZVPD basis set", "smiles": "CCN(C)C(C)=O.CCC", "spin_multiplicity": 1, "symbols": ["O", "N", "C", "C", "C", "C", "C", "C", "C", "C", "H", "H", "H", "H", "H", "H", "H", "H", "H", "H", "H", "H", "H", "H", "H", "H", "H", "H", "H"], "coordinates": [[-2.1700, 0.6423, -0.9865], [0.1323, 1.5203, -1.0638], [-0.5517, -0.6557, -2.0043], [0.6809, 2.4787, -2.1626], [0.8387, -2.4657, 1.2368], [-0.1112, -3.2667, 2.2740], [-0.9602, 0.6506, -1.3859], [-0.6611, 1.6437, 1.4525], [2.2782, -2.2885, 1.6740], [-0.0395, 2.3949, 0.3571], [1.6018, 2.9220, -1.4391], [-1.7077, 1.8431, 1.4950], [0.4374, -1.5573, 0.9617], [-0.4629, -0.6677, -3.1972], [-0.1462, 1.4859, 2.3773], [-1.4162, -1.3607, -1.9810], [2.1661, -1.7661, 2.5912], [-1.0739, -3.5316, 1.6959], [0.0175, 3.1762, -2.6277], [0.8781, -2.9622, 0.2531], [1.2416, 2.0857, -3.0127], [3.0658, -3.0914, 1.7285], [2.8532, -1.6231, 1.0922], [-0.6720, 3.2134, 0.2293], [0.5556, -4.0376, 2.5796], [-0.1005, -2.8354, 3.3128], [0.3060, -1.1266, -1.4642], [-1.0714, 0.7264, 1.5598], [1.1172, 2.3790, 0.5349]], "mulliken_charge": [-0.6306, 0.0944, -0.9137, -0.7879, 0.3417, -1.1618, 0.4866, -1.4078, -1.3278, -0.2813, 0.2344, 0.2891, -0.1452, 0.3009, 0.4495, 0.3338, 0.3292, 0.2799, 0.3260, 0.2713, 0.3103, 0.3214, 0.3988, 0.3071, 0.3774, 0.3146, 0.1479, 0.3477, 0.3942]}


Run 2
{"formula": "C8H19NO", "method": "ωB97M-V with the def2-TZVPD basis set", "smiles": "CCN(C)C(C)=O.CCC", "spin_multiplicity": 1, "symbols": ["O", "N", "C", "C", "C", "C", "C", "C", "C", "C", "H", "H", "H", "H", "H", "H", "H", "H", "H", "H", "H", "H", "H", "H", "H", "H", "H", "H", "H"], "coordinates": [[-1.5006, -0.6852, 1.1176], [-1.5440, 0.5213, -0.7414], [-1.3257, 1.8680, 1.5914], [2.0760, -1.1257, 1.9252], [1.8228, -0.7674, 0.4427], [-1.7379, 0.8997, -2.2041], [-0.8094, -1.8192, -1.0146], [2.9345, -0.6077, -0.4937], [-1.3063, -0.7006, -0.1617], [-1.9173, 1.7930, 0.3068], [-0.8448, -1.5030, -1.9940], [0.3705, -2.0789, -1.0765], [-1.9312, 2.7346, -0.2910], [-0.2166, 1.5940, 1.7056], [-2.7017, 0.8345, -2.5432], [1.1952, -1.4269, 2.4305], [-2.2186, 1.3609, 2.0897], [2.6151, -2.1319, 1.9674], [2.3898, -0.3423, 2.5183], [-1.1513, 3.0634, 1.9318], [-1.0588, -2.7954, -0.8305], [2.4206, 0.0368, -1.3345], [3.8633, 0.0857, -0.1622], [-1.5695, 2.0221, -2.3157], [1.5168, -1.8178, 0.0847], [3.4278, -1.4464, -0.8566], [1.0855, 0.0759, 0.4222], [-2.9642, 1.7830, 0.2824], [-0.9198, 0.5755, -2.7968]], "mulliken_charge": [-0.6654, 0.0485, -0.6770, -1.5090, 0.6916, -1.1806, -1.2147, -1.0948, 0.9465, -0.7035, 0.3310, 0.0909, 0.4236, 0.0786, 0.3789, 0.3710, 0.2176, 0.3330, 0.4484, 0.2681, 0.4878, 0.2385, 0.2815, 0.3217, -0.1163, 0.3395, -0.0590, 0.5026, 0.4208]}


Short version: run 2 is the most stable of them.


Run 1
{"formula": "C3H5OP", "method": "ωB97M-V with the def2-TZVPD basis set", "spin_multiplicity": 1, "symbols": ["P", "O", "C", "C", "C", "H", "H", "H", "H", "H"], "coordinates": [[-2.1717, -0.0408, 0.0698], [1.6995, 0.0316, 0.2860], [-0.5042, 0.1135, -0.0142], [0.2898, 1.3752, -0.0589], [0.6258, -0.8585, 0.0169], [0.2609, 2.0673, 0.7642], [0.6458, 1.7454, -1.0059], [0.7574, -1.3604, -0.9549], [-2.1578, -1.4376, 0.1056], [0.5545, -1.6356, 0.7914]], "mulliken_charge": [-0.1289, -0.5219, 0.2014, -0.2668, -0.3048, 0.2780, 0.2231, 0.2237, -0.0039, 0.3000]}


Run 2
{"formula": "C3H5OP", "method": "ωB97M-V with the def2-TZVPD basis set", "smiles": "C=C=P.C=O", "spin_multiplicity": 1, "symbols": ["P", "O", "C", "C", "C", "H", "H", "H", "H", "H"], "coordinates": [[-0.6482, -1.0483, 0.5147], [2.3491, -0.2475, 1.2053], [2.4992, -0.8127, 0.1823], [-2.3027, 1.0538, -0.7111], [-1.5970, 0.0857, -0.1591], [-1.9385, 2.0341, -0.8381], [1.6514, -1.0938, -0.4636], [-3.4879, 1.0061, -0.7361], [3.5963, -1.0593, -0.1999], [-0.2569, -1.6882, -0.6316]], "mulliken_charge": [-0.3095, -0.3245, 0.0499, -0.3699, 0.2269, 0.2774, 0.0162, 0.1932, 0.2196, 0.0207]}


Short version: run 2 is the most stable of them.


Run 1
{"formula": "H14O6S2", "method": "ωB97M-V with the def2-TZVPD basis set", "smiles": "SS.O.O.O.O.O.O", "spin_multiplicity": 1, "symbols": ["S", "S", "O", "O", "O", "O", "O", "O", "H", "H", "H", "H", "H", "H", "H", "H", "H", "H", "H", "H", "H", "H"], "coordinates": [[2.1137, -1.4258, -1.3573], [2.2241, 0.6368, -1.7784], [1.4620, 1.0946, 2.2461], [-1.2856, 2.4969, 2.4218], [-1.4795, -1.3121, -2.6188], [-2.5300, -0.5370, 3.3995], [-0.4236, 1.1695, 0.0088], [-3.1699, -1.4003, 0.1635], [-1.0535, -0.5643, -2.1887], [-0.8736, 1.6623, 0.6792], [-0.3714, 1.7353, -0.7600], [-0.7792, 2.5048, 3.2429], [-3.0166, -1.0364, 2.7025], [-2.7260, -2.2285, 0.1349], [-0.8537, -1.7494, -3.1846], [-1.9442, 1.7762, 2.5528], [1.0079, 1.5632, 1.5497], [1.9867, 0.6093, -3.1264], [1.6262, 0.1865, 1.9655], [-3.0542, -1.0166, -0.7233], [1.1016, -1.2127, -0.4889], [-1.6519, -0.9964, 3.3904]], "mulliken_charge": [-0.1662, -0.2063, -0.5987, -0.7122, -0.6080, -0.6586, -0.5889, -0.5827, 0.3118, 0.2766, 0.3412, 0.3192, 0.3212, 0.3073, 0.2997, 0.3633, 0.3819, 0.1742, 0.2701, 0.2829, 0.1511, 0.3211]}


Run 2
{"formula": "H14O6S2", "method": "ωB97M-V with the def2-TZVPD basis set", "smiles": "SS.O.O.O.O.O.O", "spin_multiplicity": 1, "symbols": ["S", "S", "O", "O", "O", "O", "O", "O", "H", "H", "H", "H", "H", "H", "H", "H", "H", "H", "H", "H", "H", "H"], "coordinates": [[-3.8963, 0.3854, -1.0340], [-4.3424, -0.9670, 0.4183], [-2.7797, 1.5538, 3.0236], [3.1947, 0.2384, -2.7695], [2.5409, -3.3925, -0.4757], [0.5858, 0.3718, 1.8751], [1.2970, -1.1209, -1.2318], [-0.0452, 2.1434, -0.1022], [-2.5647, 0.0877, -1.1427], [-2.2311, 1.9361, 3.7076], [0.2929, 1.5568, 0.5906], [-0.2641, 0.2777, 2.3255], [3.3998, -3.1657, -0.8347], [2.3185, 0.3293, -3.1404], [1.9270, -0.3930, -1.1245], [-3.4819, -1.9600, 0.1090], [0.9469, -0.4263, 1.4741], [0.4032, 2.9973, -0.0465], [-3.6657, 1.8943, 2.7489], [0.4923, -0.7511, -0.8524], [3.8009, 0.9340, -3.0122], [2.0712, -2.5297, -0.5060]], "mulliken_charge": [-0.1159, -0.1786, -0.5884, -0.6509, -0.6509, -0.7189, -0.7127, -0.6381, 0.1322, 0.3037, 0.3982, 0.3432, 0.2955, 0.3339, 0.4019, 0.1411, 0.3276, 0.2953, 0.3091, 0.2496, 0.3060, 0.4170]}


Short version: run 1 is the most stable of them.


Run 1
{"formula": "CH6NS2", "method": "ωB97M-V with the def2-TZVPD basis set", "spin_multiplicity": 1, "total_charge": 1, "symbols": ["S", "S", "N", "C", "H", "H", "H", "H", "H", "H"], "coordinates": [[-1.5956, -0.9456, -0.1322], [1.6209, -1.0076, -0.1164], [0.0089, 1.1939, -0.3200], [0.0049, -0.2444, 0.1723], [0.1356, 0.1725, 1.7101], [-1.5383, -1.8050, 0.9251], [-0.2053, 1.3900, -1.3515], [1.2755, -1.9576, -1.0406], [0.9420, 1.3744, -0.0267], [-0.6484, 1.8294, 0.1799]], "mulliken_charge": [-0.1330, -0.1010, -0.3641, -0.2766, 0.3214, 0.2190, 0.3547, 0.2141, 0.3961, 0.3694]}


Run 2
{"formula": "CH6NS2", "method": "ωB97M-V with the def2-TZVPD basis set", "smiles": "[NH3+]C(S)S", "spin_multiplicity": 1, "total_charge": 1, "symbols": ["S", "S", "N", "C", "H", "H", "H", "H", "H", "H"], "coordinates": [[-0.5807, -1.8578, -0.1874], [2.1606, -0.2408, 0.1924], [-0.2396, 0.8791, -0.4380], [0.3780, -0.3790, 0.3098], [-1.1499, 0.4776, -0.5861], [0.3207, 1.2227, -1.2847], [0.4954, -2.3996, -0.7419], [2.5636, -1.4870, -0.2090], [-0.2120, -0.1136, 1.4252], [-0.2975, 1.7632, 0.2104]], "mulliken_charge": [-0.0742, -0.1155, -0.4344, -0.1803, 0.3558, 0.3853, 0.1661, 0.1863, 0.3305, 0.3805]}


Short version: run 2 is the most stable of them.


Run 1
{"formula": "CH3NO4", "method": "ωB97M-V with the def2-TZVPD basis set", "spin_multiplicity": 1, "symbols": ["O", "O", "O", "O", "N", "C", "H", "H", "H"], "coordinates": [[1.0371, -0.7681, -1.0284], [-1.2466, -1.0495, 0.6550], [-1.5248, 1.5971, 0.3362], [2.0365, -1.2566, -0.1729], [0.1524, 0.6527, -0.2605], [-0.7822, -0.1355, 0.1105], [0.1122, 1.1874, -1.1166], [1.6042, -2.0426, 0.2025], [-1.3888, 1.8150, 1.2741]], "mulliken_charge": [-0.3068, -0.3432, -0.6496, -0.2731, -0.1301, 0.7365, 0.3272, 0.3421, 0.2971]}


Run 2
{"formula": "CH3NO4", "method": "ωB97M-V with the def2-TZVPD basis set", "spin_multiplicity": 1, "symbols": ["O", "O", "O", "O", "N", "C", "H", "H", "H"], "coordinates": [[1.7450, 1.4443, -0.6502], [2.6911, -0.3914, 0.8212], [3.1664, -1.0289, -0.1915], [2.7451, 0.8763, 0.7763], [1.0342, 0.6166, -1.1524], [0.0760, -0.0389, -0.3560], [0.5004, -0.9939, -0.1026], [-0.1824, 0.4778, 0.5692], [-0.6942, -0.4239, -0.9062]], "mulliken_charge": [-0.1502, 0.2209, -0.2549, -0.1555, 0.0100, -0.7168, 0.3036, 0.3648, 0.3781]}


Short version: run 1 is the most stable of them.